No. 1
The following is a quantum chemistry calculation of C10H41Li2N9O15S as an isolated structure in a non-equilibrium geometry, from OMol25.

Geometry as ORCA input:
```
! RIJCOSX wB97M-V def2-TZVPD def2/J DEFGRID3
* xyz 0 1
H 2.84562 5.26520 -0.62019
H -5.72738 -1.33497 3.24996
C 3.76419 3.55531 -0.01971
H 2.96134 -2.54454 1.95990
H -0.73511 -0.51597 3.44548
H -2.88625 4.48586 0.35979
H 2.96923 -3.97864 0.21352
H -3.93500 2.37864 1.61880
C 1.43813 -3.81416 -1.24614
N 0.58011 -3.31277 2.75204
O -3.17336 2.83547 1.25721
N 0.45322 -2.84979 -1.70603
O 2.34892 -1.95360 0.13380
O 0.62453 2.27770 0.88093
H 2.60611 -0.78902 1.81867
O -3.83870 -1.79603 0.80798
N 2.61582 4.48414 -0.01674
N -2.64958 5.34111 -0.03455
H 0.70442 -3.35786 -3.77376
H -3.99834 0.01654 3.33798
H -2.36823 2.31023 1.22992
H -2.03362 -2.76940 0.98502
H 3.50341 -3.01452 -1.22170
H 2.37756 4.82903 0.89411
H -1.25462 -0.64822 4.85987
H -2.13746 7.56178 -0.81822
H -0.25020 -1.83358 -3.45532
H 3.06798 1.47330 -2.90259
H 4.15032 -1.58076 1.19265
C -0.42056 -3.65106 1.90112
O 1.92440 -0.39966 -2.86814
O 0.83124 2.22412 -1.79892
H 2.75048 0.68517 -4.46488
N 3.63035 2.68150 1.01796
C 3.09702 -1.67569 1.34225
N -1.14681 -2.59452 1.41611
C 2.00591 -1.63126 -3.38038
C 0.70090 -2.41668 -3.10835
O -0.12089 0.23699 -0.19656
O -1.32008 -1.00375 3.95685
C -1.46709 5.70173 -0.41513
H 2.69951 2.37425 1.24595
H 4.21138 1.84616 0.89025
H -3.06240 -0.74828 -0.62415
H 2.02835 -1.68923 -4.47336
H -0.46806 7.35858 -1.13362
O -0.46126 4.99753 -0.67315
O -2.48543 -3.60302 -2.44196
C -4.28253 -1.30354 1.82295
H 3.96697 -0.03402 -3.43443
H -0.45022 -3.37192 -1.70698
S 0.03002 0.96100 1.16761
H -3.09103 -3.97461 -1.77003
H -2.83060 0.13306 2.07349
H -1.17177 -1.80987 1.99799
N -5.23257 -1.90206 2.57866
O -1.27213 1.13793 1.82705
C 2.64509 -3.21834 -0.52153
O 4.68095 3.50996 -0.84486
O -0.67451 -4.77538 1.46644
H 0.36364 2.13436 -2.69093
Li 0.64271 3.49213 -0.56365
O -2.48318 -0.74618 -1.41251
Li 0.45251 -1.45797 -0.13987
H 2.88749 -2.18629 -2.98227
O 0.92095 0.07675 2.01988
N -3.80577 -0.10580 2.33978
N -1.32208 7.03401 -0.69909
H -2.50036 -2.60964 -2.36020
H 1.09303 -4.53591 -0.53060
H 0.64843 -2.38641 3.09853
H -3.24781 6.06318 0.32413
C 2.97909 0.46199 -3.37954
H -5.67982 -2.80316 2.31708
H -1.80173 -0.11815 -1.10068
H 1.10021 -4.11338 3.04289
H 0.56866 1.43591 -1.30071
H 1.91634 -4.40101 -2.01316
*
```

* DFT total energy: -66413.753 eV
* Kohn-Sham gap: 9.539 eV



No. 2
The following is a quantum chemistry calculation of a 10-piece molecular cluster, C10H42N2O10 overall in a non-equilibrium geometry, from OMol25.

Geometry as ORCA input:
```
! RIJCOSX wB97M-V def2-TZVPD def2/J DEFGRID3
* xyz 0 1
H -5.55384 3.12936 2.80350
H -4.09125 -0.26250 6.74531
C 3.15633 -5.47135 5.60073
H 0.77187 4.33125 -4.69701
H -0.74578 5.88163 -7.64719
H 4.23564 -4.38625 4.17784
C 5.19426 -0.09874 -1.24415
H -2.81047 -4.29538 4.33599
O -1.35843 0.57159 -0.78445
C -1.40960 8.33495 -5.67782
H 5.85680 -0.33145 -0.41049
H -2.33569 6.24222 -7.08026
C 2.71807 -3.12477 4.91343
O -5.97601 -1.52197 -4.68598
H -4.27920 -6.60591 -3.00445
H -2.50250 3.88306 -5.97869
H -0.68614 9.14402 -5.57719
N 2.34677 -4.69687 3.29590
H 6.26970 0.95583 -2.64913
H 5.37155 -6.06532 7.88602
H -3.26008 -0.02508 -0.51882
H 3.37310 -2.74985 5.69986
H -1.54008 0.78273 -1.70316
H 2.44923 -3.92725 2.64992
O 0.78570 4.54061 1.64988
H 3.10876 -6.41687 5.06052
O -3.17824 0.01431 6.66778
H -6.25708 -1.85572 -3.83402
H -2.31635 8.74275 -6.12458
H -1.96199 -0.54315 0.73292
H 4.55352 -0.97665 -1.32673
C 3.17607 -4.41267 4.43224
O -0.67749 7.50602 -6.52229
C 4.48980 -6.24581 7.27117
H 4.50883 0.69807 -0.95540
H -3.18349 0.66483 5.96562
O -5.13178 2.80540 3.59921
H 1.04343 5.98174 -5.13553
H -1.77215 -4.93345 3.43786
H -5.77706 2.21652 3.99043
H 2.60178 -5.55365 2.82580
H -1.47240 5.66018 -4.68986
H -2.99245 -7.35875 -3.26793
O -2.58552 -5.12069 3.90647
O 4.35796 -5.19581 6.33219
H -5.44278 -2.22582 -5.05542
C -1.28462 6.30110 -6.79761
H 2.26388 -5.45325 6.22627
H -1.13762 3.57592 -6.65189
C 0.53461 5.07368 -5.45898
H 1.45116 3.96319 1.27576
O -3.63652 -6.78985 -3.68955
H -1.54890 7.88173 -4.69635
H -2.21061 -1.35143 -0.75381
H -0.04714 4.13779 1.40422
H 3.66582 -6.15726 7.97922
H 1.68907 -3.13589 5.27279
H 2.72064 -2.28499 4.21855
N -1.51315 3.91624 -5.77824
C -2.24521 -0.35941 -0.30348
H 0.93183 4.85831 -6.45091
O 5.77491 0.14284 -2.52335
H 4.55094 -7.27766 6.92529
C -1.03059 5.27352 -5.60822
*
```

* DFT total energy: -34502.560 eV
* Kohn-Sham gap: 9.239 eV
* structure (SMILES): COC[C@H](C)N.COC[C@H](C)N.CO.CO.O.O.O.O.O.O



No. 3
The following is a quantum chemistry calculation of C10H46O22S6 as an isolated structure in a non-equilibrium geometry, from OMol25.

Geometry as ORCA input:
```
! RIJCOSX wB97M-V def2-TZVPD def2/J DEFGRID3
* xyz 0 1
C -1.12073 0.11549 0.16831
H 1.70317 2.50159 -3.41617
H 3.17453 -0.06011 -2.93783
O -3.23548 0.12516 0.93186
H -3.06516 3.82092 1.97196
O -5.05672 1.83864 2.67682
H -4.23210 -1.50795 -1.95598
H 1.02558 -5.46571 3.20601
O 0.48104 -3.67614 -2.97378
C -2.78888 2.14120 -0.16025
O 3.56328 -2.80835 -0.65392
O -1.10361 -3.98979 1.15929
H -5.07624 1.34456 1.79406
C 2.29770 -0.51628 1.85387
H 4.99569 -2.36885 0.39892
H 4.94436 -0.28732 3.06424
H -1.79988 4.25576 5.64574
H 3.10213 0.10887 2.17955
H 0.79006 -0.24317 -2.93045
H -2.15346 2.99220 0.20704
C 1.84392 -1.50341 2.99699
H -3.54551 -2.13871 3.12334
C -0.25660 -0.42011 1.30818
H 0.47371 -4.21478 0.64104
S 0.26603 -1.35840 3.84856
S -1.56396 0.77216 3.51013
C -0.67481 -0.40971 2.76466
S -3.11648 3.29403 -2.62145
H 1.25761 -3.21671 -2.51593
H -1.61237 -4.70385 0.65428
C -0.74354 -0.04641 -1.14551
O -6.23430 2.43967 -3.43896
H 4.34392 -1.13506 -2.53500
H 2.16772 -4.84786 2.20647
H 2.43395 -2.71262 -5.47215
O 1.97903 -5.57416 2.88518
O -2.89076 -2.34487 2.38000
H -6.32395 3.08740 -2.66684
O -0.96740 4.60549 2.62292
O 5.71950 -1.79986 0.81858
O -4.93579 -0.79984 -1.79115
C -2.37347 0.80425 0.41667
O -1.15707 3.56921 5.27264
O 5.21264 0.62596 3.40732
H -0.21153 4.09366 1.31647
H 0.43297 -4.62787 -2.63369
H -0.92384 5.60820 2.75111
O 0.47142 0.23271 -5.02930
H 3.89064 -3.47281 -1.34318
C 1.11420 0.26066 1.38351
H 3.05161 -1.30279 -4.90988
H -1.10167 2.80041 5.92810
H 3.56439 2.31103 -2.10239
S -1.76304 0.68294 -2.45054
O 3.74629 -0.81815 -3.28743
O 0.83651 2.72740 -3.88699
H -1.77159 -3.31629 1.51137
H 3.89316 2.01624 -3.68046
H 5.77737 -0.93190 0.30180
O -4.01440 4.12575 2.14458
H -4.94777 -0.17601 -2.58767
H 5.98824 0.95727 2.84836
O 2.27748 -1.71463 -5.41472
S 0.83320 -0.68350 -1.66425
H 0.54134 1.91384 -4.41115
C -2.53804 2.08113 -1.70781
H -4.67110 2.75980 2.51395
H -3.77323 2.48895 0.07628
H -4.06729 5.11727 1.95003
S 2.95565 -2.58666 3.55358
H -0.42247 -0.14652 -5.31375
H -5.29570 2.06201 -3.42616
H -0.15130 -1.45334 1.00431
H 1.17311 -0.48511 -5.15634
O 1.39566 -4.28921 0.23089
H 0.66184 2.99514 0.47045
H 2.76427 -1.13319 1.10875
O 0.19838 3.89277 0.41350
O 3.21468 1.87142 -2.94394
H -3.14995 -1.79600 1.57049
H -0.98192 4.17128 3.53670
H 1.31783 -4.82398 -0.62451
O 1.17926 1.50294 1.24968
H 2.75806 -3.20742 -0.18902
*
```

* DFT total energy: -121169.237 eV
* Kohn-Sham gap: 7.141 eV



Among the records above, which one has the lowest DFT total energy?
C10H46O22S6